Record 1
A molecular structure, C26H29N5O2SV, computed with ωB97M-V/def2-TZVPD.

```
64
Properties=species:S:1:pos:R:3:forces:R:3:mulliken_spin:R:1
V 0.0338 0.6032 0.2214 -0.066 0.154 0.117 1.093
C 0.8412 -0.9320 -1.6490 -0.037 0.009 -0.095 0.054
C 1.1455 -2.2048 -0.9073 0.011 0.028 -0.046 0.025
C 1.7519 -3.2546 -1.5824 -0.012 -0.009 0.027 0.000
C 2.0746 -4.4265 -0.9178 -0.011 0.021 0.008 0.000
C 1.8237 -4.5171 0.4411 0.002 -0.028 -0.016 0.001
C 1.2229 -3.4831 1.1523 -0.056 -0.002 0.056 0.000
C 1.0747 -3.6117 2.6411 0.011 0.013 0.004 0.000
C 0.8271 -2.3273 0.4574 0.043 0.005 -0.064 -0.033
N 0.2365 -1.2151 1.0921 0.096 -0.138 0.083 -0.010
C -0.7820 -1.3775 1.9869 -0.063 -0.104 -0.007 0.043
O -1.4862 -2.3805 2.1255 0.001 0.038 0.023 -0.007
C -1.0413 -0.1050 2.7495 0.029 -0.004 -0.143 -0.057
C -1.6209 0.0505 3.9933 0.021 0.017 0.013 0.010
C -1.6546 1.3333 4.5358 -0.004 0.017 0.005 -0.018
C -1.1080 2.4098 3.8420 -0.011 -0.038 0.048 0.011
C -0.5728 2.1761 2.5897 0.048 -0.030 -0.107 -0.018
N -0.5853 0.9488 2.0743 -0.080 0.091 0.037 -0.039
C 0.1204 3.1642 1.6814 -0.059 -0.017 0.068 -0.008
O 0.2453 4.3395 1.9957 0.041 0.002 -0.036 -0.008
N 0.5773 2.5296 0.5684 -0.041 0.071 -0.031 0.059
C 1.3501 3.2430 -0.3837 0.048 -0.064 0.003 -0.064
C 2.6844 2.8513 -0.5529 0.037 -0.002 -0.015 0.005
C 3.2881 1.8111 0.3549 -0.030 0.017 0.003 0.022
C 3.4479 3.4567 -1.5431 -0.015 0.011 -0.003 0.003
C 2.9009 4.4405 -2.3527 -0.009 -0.015 0.018 0.003
C 1.5808 4.8216 -2.1726 0.016 0.004 -0.010 0.000
C 0.7862 4.2319 -1.1953 -0.041 0.033 -0.008 -0.011
C -0.6482 4.6400 -1.0186 0.016 -0.033 0.009 0.001
H 0.9942 -1.0438 -2.7222 0.018 -0.023 0.010 0.001
H 1.4980 -0.0903 -1.3579 0.016 -0.056 -0.001 -0.006
H -0.2178 -0.6322 -1.5570 0.089 0.064 0.059 -0.032
H 1.9773 -3.1431 -2.6367 0.006 -0.008 -0.005 0.000
H 2.5458 -5.2456 -1.4444 0.002 -0.003 -0.002 0.000
H 2.1199 -5.4080 0.9826 0.002 -0.005 -0.004 0.000
H 1.7820 -4.3472 3.0230 -0.003 -0.004 0.005 0.000
H 0.0640 -3.9103 2.9188 0.006 -0.011 -0.001 0.000
H 1.2726 -2.6589 3.1375 0.000 0.001 -0.009 0.000
H -2.0145 -0.8059 4.5223 0.002 -0.012 -0.012 0.000
H -2.0915 1.4908 5.5130 -0.001 -0.004 0.001 -0.002
H -1.0882 3.4096 4.2525 0.012 0.009 -0.016 0.000
H 3.1865 2.1032 1.4012 0.006 -0.012 0.003 -0.001
H 4.3452 1.6718 0.1316 0.001 -0.004 -0.001 0.000
H 2.8076 0.8292 0.2597 0.006 0.003 0.002 -0.010
H 4.4825 3.1602 -1.6707 0.002 0.001 -0.003 0.000
H 3.5026 4.9092 -3.1207 0.001 0.005 -0.002 0.000
H 1.1501 5.5893 -2.8048 -0.002 0.002 0.000 0.000
H -0.9746 5.2675 -1.8473 -0.006 0.008 0.004 0.000
H -0.7738 5.1889 -0.0844 -0.005 0.007 -0.002 0.000
H -1.3002 3.7643 -0.9672 -0.002 0.006 -0.005 0.000
C -2.1337 -3.3033 -1.4443 0.045 -0.006 -0.002 0.000
N -2.3735 -2.0616 -0.7175 -0.019 -0.069 -0.014 0.002
C -2.6748 -0.8836 -1.2500 0.053 0.071 0.102 0.000
S -2.3608 0.5879 -0.4029 -0.060 -0.083 -0.036 -0.013
N -3.2491 -0.8212 -2.4630 -0.024 0.020 0.037 0.001
C -4.1580 -1.8200 -3.0156 0.002 -0.024 -0.029 0.000
H -1.3780 -3.8563 -0.8894 -0.014 -0.016 -0.006 0.000
H -1.7336 -3.0865 -2.4343 -0.005 0.005 0.011 0.000
H -3.0276 -3.9192 -1.5392 -0.005 0.010 0.007 0.000
H -2.1091 -2.0816 0.2663 -0.008 0.068 -0.026 -0.001
H -3.3618 0.1251 -2.7885 0.007 -0.003 -0.007 0.002
H -4.6719 -2.3490 -2.2138 0.002 0.020 0.002 0.000
H -3.6474 -2.5435 -3.6493 -0.006 0.005 -0.001 0.000
H -4.9025 -1.3017 -3.6149 -0.003 -0.008 0.000 0.000
```
Forces are in eV/Å.

Summary:
<S²>: 0.768
Energy above the lowest of the compared OMol25 structures with the same formula, charge and spin in eV: 0.0000
Maximum force in eV Å⁻¹: 0.20
Spin multiplicity: 2
Electronic energy in hartree: -2774.6990
Total charge: 0


Record 2
A molecular structure, C26H29N5O5 in a non-equilibrium geometry, computed with ωB97M-V/def2-TZVPD.

```
65
Properties=species:S:1:pos:R:3:forces:R:3:mulliken_charge:R:1
C 4.4573 2.3488 -2.2742 -2.744 6.585 -1.835 -0.963
N 2.9705 2.0775 -1.8359 5.684 -3.629 -4.750 -0.025
C 2.4411 2.7506 -0.8855 6.341 9.587 4.487 0.885
O 3.1595 3.7454 -0.2991 -2.157 -4.217 -1.879 -0.813
N 1.1685 2.7993 -0.5651 3.213 -7.664 -8.885 0.281
C 0.5996 1.6919 -1.1259 -1.206 1.218 -0.078 1.198
N -0.5931 1.5776 -0.7189 -4.170 -7.194 -6.285 -0.243
H -1.1963 1.9446 -0.1184 -2.112 2.635 3.557 -0.008
H -1.2509 0.7805 -1.4539 2.355 1.614 2.266 0.557
C 1.0683 0.8096 -2.1023 3.490 0.395 -1.501 -0.853
C 2.5022 0.8933 -2.7004 -4.112 3.939 3.457 -0.603
O 3.0864 0.5002 -3.6564 0.334 0.025 0.781 -0.538
C 0.2638 -0.1664 -2.6051 1.536 -6.657 -2.516 1.756
O -0.8808 -0.5534 -2.4684 -3.097 2.528 1.384 -0.625
C 1.0187 -1.4673 -3.3472 5.649 3.703 9.047 -2.061
N 1.5018 -2.6392 -2.2722 -4.059 1.477 -2.882 0.103
C 2.0127 -2.1805 -0.9569 1.628 -2.634 -4.326 -1.894
C 1.0944 -1.9365 0.1015 -5.325 2.025 -0.801 0.591
N -0.0110 -3.1686 0.1643 6.461 5.011 7.170 0.201
C -0.5350 -3.4154 -0.9696 -6.133 0.832 -8.984 0.209
C 0.3592 -3.5954 -2.2222 6.145 -2.251 8.620 -1.445
H 0.0127 -3.9410 -3.0646 -2.562 -0.625 -4.687 0.601
H 0.9401 -4.6897 -1.8902 -0.951 2.369 -0.686 0.281
H -1.1269 -4.2959 -0.7858 -0.769 -0.626 -0.767 0.571
H -1.3833 -2.5151 -1.5671 1.589 -1.978 2.264 -0.085
C -0.8162 -3.0307 1.4115 3.967 2.080 2.194 -1.769
C -1.9185 -1.8947 1.3475 -1.164 -9.845 -2.507 0.376
C -3.2159 -2.6791 0.8070 5.388 5.501 3.197 -1.075
C -4.1300 -1.7106 0.7389 -6.835 -4.951 -2.416 -0.697
C -4.0419 -0.3695 0.9116 -0.550 -1.701 -1.189 1.112
C -2.8455 0.0631 1.0926 0.209 8.369 1.302 0.215
C -1.7683 -0.5909 1.3136 5.797 -1.858 2.338 0.340
H -0.7910 -0.3203 1.7178 -0.426 1.028 -0.407 0.553
O -2.8612 1.6431 1.2698 -0.396 -3.826 0.110 -0.301
C -4.1838 1.9106 0.9632 -1.717 -8.987 10.718 -0.953
O -4.9601 0.4697 0.6144 -1.419 5.339 0.500 -0.641
H -4.7790 2.4246 1.6969 -0.168 -0.376 0.840 0.302
H -4.1014 2.3817 0.2466 -0.087 7.908 -13.397 0.777
H -5.2011 -2.1469 0.3889 2.056 1.526 0.793 0.123
H -3.1483 -3.7316 0.7254 -0.623 -0.584 -0.248 0.587
H -1.0879 -4.0294 1.7736 -0.880 0.350 -0.491 0.549
H 0.1333 -2.8226 2.2967 -2.893 -0.132 -2.409 0.256
H 1.6692 -1.7539 0.9609 0.147 -0.402 1.792 0.604
H 0.5368 -0.9036 -0.1383 0.633 -2.211 0.782 -0.293
H 2.7374 -1.4480 -1.3892 -0.182 -0.096 1.779 0.430
H 2.4569 -3.1412 -0.6799 1.173 0.246 0.308 0.465
H 1.9834 -1.1504 -3.5606 1.021 0.036 -2.100 0.560
H 0.3646 -1.8627 -3.8900 -4.819 -3.187 -5.143 0.952
C 0.6186 3.3371 0.4163 -1.510 7.834 10.518 -1.475
C 0.5793 2.5207 1.7061 -8.702 4.734 1.951 0.282
C 1.2360 1.4865 2.0657 3.566 -4.095 2.250 0.488
C 1.0129 0.7696 3.2236 -3.644 -1.353 3.628 -0.835
C -0.2115 1.0562 4.0895 8.415 -4.684 -1.004 -0.581
C -0.8328 2.1786 3.9112 -1.940 2.801 -2.232 -0.642
C -0.6466 2.8658 2.7805 10.283 -6.692 -2.479 -1.217
H -1.1922 3.5231 2.4721 -6.194 7.676 -3.099 0.967
H -1.6775 2.5143 4.3802 -1.891 0.446 2.121 0.434
H -0.0756 0.5391 4.9973 -0.973 -0.814 1.058 0.536
H 1.7067 -0.1258 3.5071 -1.476 1.864 -0.532 0.298
H 2.1604 1.1088 1.7601 1.456 0.018 -2.185 0.456
H -0.3102 3.9592 0.1846 1.025 -1.023 0.489 0.401
H 1.4593 4.1034 0.8377 -1.905 -0.917 -1.498 0.407
H 4.3589 2.6720 -3.4422 0.421 -1.061 2.927 0.267
H 5.0212 3.2424 -1.7480 -2.059 -1.651 -0.759 0.263
H 5.0819 1.5877 -2.1412 1.867 -3.771 0.331 0.400
```
Forces are in eV/Å.

Summary:
Energy above the lowest of the compared OMol25 structures with the same formula, charge and spin in eV: 25.3378
Maximum force in eV Å⁻¹: 15.56
Electronic energy in hartree: -1657.3741
Total charge: 0


Record 3
A single C26H29N7O2 molecule in a non-equilibrium geometry, computed with ωB97M-V/def2-TZVPD.

```
64
Properties=species:S:1:pos:R:3:forces:R:3:mulliken_charge:R:1
N -1.9882 2.7389 6.2105 -0.143 0.334 0.656 -0.370
C -2.2426 2.8167 4.8970 0.407 -0.729 -1.177 0.088
N -3.3036 3.4979 4.4321 0.230 0.151 -0.571 -0.701
C -3.5678 3.4532 3.1124 1.337 -1.518 -0.624 -0.348
N -2.9402 2.6667 2.1698 -1.571 1.674 0.554 -0.596
C -1.9004 2.0219 2.6506 0.966 -0.944 1.458 0.341
C -1.4267 2.0993 3.9789 -0.727 -0.193 -0.944 0.865
N -0.3510 1.2626 4.1509 1.072 -0.678 -0.866 -0.863
C -0.1344 0.6913 2.9606 -1.257 1.203 1.350 -0.129
N -1.0936 1.0540 2.0434 -0.345 0.979 0.888 0.355
C -1.2461 0.5866 0.6857 0.225 0.068 -0.272 0.091
C -0.3161 1.4042 -0.2087 0.204 -0.153 0.037 -0.492
C 1.0067 1.0141 -0.4344 -0.099 0.314 -0.143 -0.034
C 1.8405 1.7619 -1.2701 -0.315 -0.015 -0.081 -0.679
C 1.3253 2.8783 -1.9524 -0.311 -0.194 0.273 0.663
N 2.0990 3.6075 -2.8587 0.083 0.384 0.298 0.187
C 3.5480 3.4579 -2.8283 -0.342 0.096 -0.506 -0.730
C 4.1468 4.7158 -3.4478 0.045 0.048 -0.266 -0.758
O 3.6639 4.9359 -4.7756 -0.195 -0.323 0.348 -0.351
C 2.2441 4.9941 -4.8946 0.159 0.355 0.090 -0.601
C 1.5094 3.8769 -4.1613 0.407 -0.355 -0.309 -0.408
C 0.0010 3.2912 -1.6839 0.231 -0.182 0.308 -0.682
C -0.7744 2.6070 -0.7535 0.038 -0.239 -0.516 -0.793
C -1.0222 -0.9224 0.6192 -0.362 -0.041 -0.354 -0.232
C -1.1786 -1.7580 1.7246 0.363 -0.133 -0.222 -1.027
C -0.8809 -3.1173 1.6369 -0.387 0.119 -0.243 -0.503
C -0.6756 -3.7208 0.3800 0.247 0.297 0.187 1.636
N -0.5035 -5.0960 0.2818 0.564 -0.166 0.088 0.076
C -0.4385 -5.8613 1.5203 -0.344 -0.301 -0.263 -0.652
C 0.0909 -7.2648 1.2474 -0.225 -0.078 -0.212 -0.797
O -0.6526 -7.9156 0.2151 0.210 0.555 0.065 -0.350
C -0.6016 -7.2216 -1.0289 0.344 -0.234 0.247 -0.651
C -0.9736 -5.7417 -0.9345 -0.529 -0.172 0.073 -0.332
C -0.6099 -2.8864 -0.7605 -0.204 0.097 0.296 -1.028
C -0.7425 -1.5103 -0.6219 -0.043 -0.213 0.226 -0.853
H -1.2094 2.1902 6.5429 -0.165 0.165 -0.141 0.240
H -2.5584 3.2640 6.8568 0.152 -0.149 -0.141 0.253
H -4.3773 4.0809 2.7401 0.141 -0.241 0.180 0.412
H 0.6507 -0.0075 2.6927 -0.159 0.185 0.301 0.476
H -2.2897 0.8225 0.4276 0.277 -0.035 -0.043 0.776
H 1.3899 0.1003 0.0225 -0.091 0.223 -0.133 0.429
H 2.8662 1.4349 -1.4500 -0.362 0.079 0.088 0.404
H 3.8784 3.3714 -1.7880 -0.057 0.017 -0.180 0.483
H 3.8740 2.5605 -3.3881 0.044 0.165 0.110 0.363
H 3.9116 5.5762 -2.7887 0.099 -0.235 -0.325 0.339
H 5.2356 4.6165 -3.5747 -0.352 0.086 0.234 0.351
H 1.8687 5.9686 -4.5291 0.236 -0.188 -0.106 0.323
H 2.0640 4.9069 -5.9766 -0.139 0.179 0.399 0.295
H 1.5375 2.9710 -4.8004 -0.062 0.075 0.245 0.247
H 0.4654 4.1704 -4.0235 0.207 -0.100 -0.186 0.262
H -0.4010 4.1652 -2.1957 0.127 -0.133 0.320 0.385
H -1.7600 2.9795 -0.4614 0.213 -0.157 -0.257 0.446
H -1.5319 -1.3734 2.6788 0.313 0.018 -0.139 0.536
H -0.8570 -3.7021 2.5561 -0.303 0.164 -0.374 0.306
H -1.4290 -5.9301 2.0140 0.245 0.048 -0.119 0.392
H 0.2580 -5.3612 2.2043 -0.154 -0.130 -0.113 0.422
H 1.1679 -7.1887 0.9912 -0.392 -0.238 -0.010 0.343
H -0.0600 -7.9067 2.1282 0.297 0.323 -0.215 0.351
H -1.3353 -7.7549 -1.6489 0.379 0.304 -0.067 0.307
H 0.4075 -7.3069 -1.4755 -0.244 -0.151 0.211 0.321
H -2.0755 -5.6648 -1.0297 0.276 0.191 0.111 0.311
H -0.5202 -5.2250 -1.7865 -0.220 -0.273 0.055 0.186
H -0.4422 -3.3114 -1.7490 -0.020 0.218 0.307 0.184
H -0.6392 -0.8642 -1.4920 -0.021 -0.218 0.113 0.513
```
Forces are in eV/Å.

Summary:
SMILES: Nc1ncnc2c1ncn2C(c1ccc(N2CCOCC2)cc1)c1ccc(N2CCOCC2)cc1
Energy above the lowest of the compared OMol25 structures with the same formula, charge and spin in eV: 3.0819
Maximum force in eV Å⁻¹: 2.36
Electronic energy in hartree: -1541.9328
Total charge: 0